1.
C15H17BaIN2 | the ωB97M-V functional and the def2-TZVPD basis

Last column: Löwdin charge in e.
Element x y z (Å)
C -1.15047 1.71598 -1.88612  -0.431
H -0.07082 4.51686 2.89023  0.107
H 0.19215 -3.31104 5.46971  0.120
N 0.44559 -1.33395 2.11978  -0.020
H -1.98716 2.08724 -1.26450  -0.104
C 0.06715 3.45067 3.04700  -0.042
C 0.29315 -1.35070 4.58035  -0.142
C 0.60793 -1.08263 -4.54335  -0.198
Ba 0.38619 -0.43506 -0.67482  1.297
H 0.11628 1.38234 6.66394  0.117
H 1.63978 -1.45016 -4.57562  0.065
C 0.21287 2.63424 1.91091  -0.102
H 0.18301 -3.13292 1.13653  -0.025
C 0.19772 0.81272 5.73326  -0.019
H 0.17814 -1.09376 6.74509  0.119
C 0.09909 2.90529 4.32796  -0.004
H -0.84804 2.57294 -2.51644  -0.095
I -0.56296 -3.32884 -1.60955  -0.235
H -0.45739 0.73232 -5.11817  0.068
H 0.13554 -1.37871 -3.60005  -0.094
C 0.39764 0.75055 3.25448  -0.161
H 0.86946 1.03773 -3.95966  0.038
H 0.01107 3.52650 5.22089  0.120
C 0.23679 -2.76050 4.53119  0.000
C 0.41766 -0.68912 3.31260  -0.160
C 0.22790 -0.56635 5.78413  -0.019
H 1.20535 0.66226 -5.66917  0.062
H 0.06830 -1.60526 -5.34504  0.072
C 0.29160 -2.66934 2.12250  -0.152
C 0.23596 1.50927 4.47483  -0.140
H 0.14636 3.02745 0.89868  0.104
H -1.64113 0.99360 -2.58324  -0.096
N 0.42043 1.30987 2.02641  0.047
C 0.55148 0.42842 -4.81682  -0.177
C 0.23594 -3.40962 3.30549  -0.038
H 0.18484 -4.50258 3.22420  0.118

## Properties
- Highest occupied orbital energy: -0.24218 hartree
- Calculated total energy: -27606.3645 eV
- Energy relative to the best compared isomer or geometry (same formula, charge and spin): 0.0000 eV

2.
C15H17Br2N2NaO2P | the ωB97M-V functional and the def2-TZVPD basis

Last column: Löwdin charge in e.
Element x y z (Å)
C 3.08254 -0.26497 -0.55175  -0.182
H -0.53615 3.58544 0.36039  0.088
C -3.51712 -1.20671 -0.25250  -0.360
H -4.86549 0.91368 1.18677  0.048
N -0.54495 1.08882 -1.02796  0.167
Br 2.54044 4.97313 -1.03818  0.666
H 6.21182 -0.51568 -0.62296  0.091
H 3.34631 0.58040 0.14791  0.132
C -0.46879 -1.31189 -0.31245  -0.174
C 0.80490 0.97739 -0.99156  -0.193
H -0.84684 -3.51910 0.27874  0.111
H -3.41438 -3.36818 0.32517  0.008
C -1.30501 -2.52203 0.03041  0.019
C 1.50941 3.35703 -0.58897  -0.678
C 5.84885 -0.42077 0.43894  -0.088
Na -3.67858 -4.89438 -0.23225  0.841
P -5.37145 -1.03424 -0.22557  0.888
H 0.86718 4.24041 1.29861  0.071
C 1.64560 2.23080 -1.36365  -0.636
N 0.91354 -1.48054 -0.26560  0.181
C -5.75406 0.66945 0.53170  -0.266
C -1.20280 -0.08149 -0.65717  -0.162
H 3.50372 0.00537 -1.56846  0.094
H -5.88156 1.46115 -0.25018  0.050
C 4.67077 -1.40324 0.80368  -0.259
H -3.23857 0.91488 -0.86306  0.114
C -2.76958 -2.47909 0.06141  -0.124
Br 2.85688 2.30734 -2.89647  0.710
H 4.23734 -1.17931 1.82867  0.128
C 1.49924 -0.30019 -0.59327  -0.100
H -6.87292 -1.70220 1.18289  0.041
H 5.12856 -2.43434 0.90175  0.125
H 0.68139 2.43386 1.20591  0.084
C -2.70560 -0.04654 -0.62410  -0.003
O 3.64675 -1.52105 -0.19577  -0.163
H 5.45658 0.63458 0.58416  0.069
H 6.68985 -0.51580 1.18840  0.087
C 0.52823 3.39434 0.64593  -0.108
H -6.64147 0.59096 1.22957  0.051
O -6.05460 -2.15733 0.89088  -0.370

## Properties
- Highest occupied orbital energy: -0.40005 hartree
- Calculated total energy: -176686.3919 eV
- Charge: +1

3.
C15H17BrN2OS | the ωB97M-V functional and the def2-TZVPD basis

Last column: Löwdin charge in e.
Element x y z (Å)
Br 4.48586 -1.17110 0.20890  0.776
C 1.10623 2.00813 -0.24046  -0.017
O -0.87752 -0.63024 1.12969  0.081
C -2.92432 0.88358 -0.28616  -0.788
H -4.56056 -3.59830 -1.63747  0.060
H -4.49099 -1.00998 3.64635  0.055
C 1.80977 -0.23943 0.22122  -0.056
C -4.12941 -2.87951 -2.31530  0.015
H -4.29030 -3.05704 -3.36466  0.053
C -4.26557 -0.76451 2.62313  0.025
C -0.60706 0.22245 0.31036  -0.416
H -2.10010 -1.67060 -0.21392  0.107
H 1.56480 -1.25601 0.48920  0.114
H 4.96005 2.91540 -0.75171  0.078
N -3.62321 -0.23175 -0.08637  -0.114
C 0.78530 0.69032 0.07109  -0.132
C 4.88671 1.85947 -0.50689  -0.085
C -5.01276 -0.15464 0.30720  -0.201
H -5.59918 -0.81707 -0.33945  0.131
H 2.66520 3.40314 -0.64841  0.116
S -3.57050 2.40614 -0.33281  0.679
H -3.70035 -2.27573 0.20564  0.131
H 5.33241 1.27764 -1.31375  0.077
C -3.16396 -1.56789 -0.42899  -0.155
H -3.22024 -0.72414 2.36397  0.050
H 5.46908 1.66478 0.39367  0.077
N -1.53928 0.81503 -0.50727  0.090
H -1.21203 1.62808 -1.01665  0.095
H 0.33960 2.76667 -0.30810  0.116
H -5.36526 0.86987 0.14546  0.058
C 2.42736 2.37552 -0.41701  -0.026
C 3.46458 1.45700 -0.30202  -0.307
C -3.42641 -1.85179 -1.87979  -0.150
H -3.00136 -1.13593 -2.57131  0.106
C 3.12000 0.14602 0.02365  -0.597
C -5.22344 -0.52425 1.74818  -0.146
H -6.26552 -0.56394 2.03568  0.099

## Properties
- Highest occupied orbital energy: -0.30853 hartree
- Calculated total energy: -101735.8139 eV
- Energy relative to the best compared isomer or geometry (same formula, charge and spin): 1.0246 eV
- SMILES: C=CCN(CC=C)C(=S)NC(=O)c1ccc(C)c(Br)c1

4.
C15H17F3IN4O6PdS3 | the ωB97M-V functional and the def2-TZVPD basis

Last column: Löwdin charge in e.
Element x y z (Å)
F 0.76341 -1.20364 -5.07548  0.119
O 0.10086 1.74013 3.53001  -0.357
C 0.18678 -0.58988 4.65307  -0.289
O -0.55721 -1.93992 -2.49151  -0.299
H -4.63020 -2.45588 2.43710  0.105
S -0.72287 0.57992 3.70066  0.559
H -3.17082 2.50786 -1.88494  0.087
H -2.49531 -1.86746 -1.24639  0.102
I 2.33048 1.08489 0.93888  0.135
N 2.33909 -3.45532 6.79369  0.080
H -0.75045 2.73977 1.34138  0.046
O 0.61094 0.01057 -1.56408  -0.532
H 3.25109 -3.66004 6.41657  0.081
C 1.61519 -2.51273 6.05372  -0.328
H 3.36361 -1.58933 5.21242  0.110
O -2.02242 0.71480 4.29156  -0.293
C -1.50878 3.91864 -1.77038  -0.234
C -3.81165 -2.04746 1.85214  -0.124
H -3.69530 4.17882 -1.56736  0.073
F 2.20609 -1.49206 -3.48891  0.133
C -0.54666 3.21455 -0.81986  -0.263
H 0.46427 3.62152 -0.85256  0.107
O -3.04134 1.46411 0.37392  -0.550
H -0.47478 2.15775 -1.07876  0.063
N -1.74105 -1.07920 0.48664  0.003
N -2.88388 -1.39297 2.54503  0.152
H 1.82815 -4.29979 6.99724  0.080
F 1.74845 0.50551 -4.18581  0.131
H -0.29954 -3.20409 6.73899  0.106
H -1.57163 -1.48745 5.46453  0.110
C 1.22802 -0.69643 -3.92460  -0.672
C 1.57218 -0.61000 4.57236  -0.061
O -1.08412 0.32386 -3.29331  -0.286
C 0.22278 -2.47683 6.12760  -0.039
H -4.55228 -2.76658 -0.04320  0.094
C -2.66442 -1.73424 -0.18669  -0.092
C -1.16717 3.37377 0.55794  -0.331
S -0.13725 -0.57941 -2.69878  0.488
N -0.84174 -0.13925 2.24297  -0.203
C -2.91104 3.44386 -1.38822  -0.310
H -1.13607 4.41440 0.89609  0.093
S -2.92354 2.95339 0.38368  0.921
C -1.89890 -0.88513 1.82085  -0.476
H 2.08035 0.11588 3.94937  0.059
C 2.28150 -1.56765 5.27312  -0.029
Pd 0.05739 -0.05760 0.43439  0.624
H -1.29516 3.68581 -2.81423  0.111
C -3.77299 -2.23539 0.48127  -0.050
H -1.43065 5.00289 -1.64563  0.104
C -0.49069 -1.52085 5.42601  -0.058

## Properties
- Highest occupied orbital energy: -0.20145 hartree
- Calculated total energy: -86318.8231 eV
- Charge: -1
- Energy relative to the best compared isomer or geometry (same formula, charge and spin): 0.0525 eV

5.
C15H17N3O2S2 | the ωB97M-V functional and the def2-TZVPD basis

Last column: Löwdin charge in e.
Element x y z (Å)
C 2.68067 2.50777 -0.64446  -0.034
C 0.46738 -2.14678 -1.08598  -0.491
H 2.42741 -2.45103 -1.62766  0.121
C -1.77833 -3.20366 -1.21529  -0.530
H 1.38635 5.60954 -0.26251  0.100
N 1.75462 -1.74267 -1.36374  -0.002
C 0.33067 2.66558 -1.03546  -0.114
H -2.46543 -2.21953 1.79579  0.090
C -0.53065 0.59042 2.76034  -0.199
C 0.09104 1.92547 2.37822  -0.054
H 3.56164 4.38133 -0.10353  0.104
C 2.26302 -0.46870 -1.34459  -0.833
H -0.62611 2.22017 -1.28660  0.118
C -1.68317 -2.32158 -0.18312  -0.265
H 0.37867 0.22517 -1.33843  0.136
C 2.65442 3.86553 -0.37604  -0.053
C -0.38864 -1.71262 -0.09409  -0.120
C 1.48699 1.87802 -0.98935  -0.226
O -0.88959 -0.18906 1.61828  -0.013
S -0.30485 -3.29406 -2.13678  1.122
O 1.25490 -0.79739 1.34719  0.128
C 0.09563 -0.86174 1.01288  -0.451
N 0.31207 3.95576 -0.78103  0.060
S 3.88308 -0.29396 -1.56306  0.699
H -3.22841 -4.71362 -0.79552  0.085
H -2.67473 -4.66288 -2.47191  0.065
H -3.12376 -1.02031 0.69367  0.090
C -2.79814 -2.05563 0.77295  -0.020
H -3.79572 -3.43566 -1.87507  0.087
H -0.56456 2.47730 1.70853  0.074
N 1.34575 0.52370 -1.25945  0.078
H 0.25634 2.51443 3.27565  0.082
C 1.45151 4.54872 -0.46039  -0.160
H 3.59932 1.94914 -0.58357  0.035
H 1.04684 1.76622 1.88506  0.068
H 0.17041 0.01373 3.37285  0.126
H -3.64105 -2.70823 0.56699  0.075
C -2.93691 -4.05279 -1.61168  -0.103
H -1.46865 0.73389 3.30090  0.125

## Properties
- Highest occupied orbital energy: -0.30491 hartree
- Calculated total energy: -46067.3520 eV
- Energy relative to the best compared isomer or geometry (same formula, charge and spin): 1.0203 eV
- SMILES: CCOC(=O)c1c(NC(=S)Nc2cccnc2)sc(C)c1C

6.
C15H17N3O3S2 | the ωB97M-V functional and the def2-TZVPD basis

Last column: Löwdin charge in e.
Element x y z (Å)
O 4.44556 -0.05692 0.87772  -0.064
H 2.29518 -3.90414 -0.19958  0.096
H -4.94071 -2.67546 0.99016  0.101
C 1.80404 -1.31957 -1.24967  -0.009
H -6.88492 -1.16914 0.38313  0.078
H 0.24671 -0.22261 -2.22265  0.100
N -0.96596 2.40517 0.27331  0.110
C -3.74141 0.22363 -0.92098  -0.924
C 3.29833 -3.61385 -0.53040  -0.088
H 5.24179 1.84019 0.60171  0.098
H 4.17886 1.65446 2.02430  0.098
C 1.53738 1.06117 -1.10548  -0.222
C 3.34850 -0.02141 0.07239  -0.190
S -5.21002 -0.64663 -1.17245  0.922
C 2.91643 -1.27110 -0.42871  -0.201
N -2.83617 0.30943 -1.82790  -0.059
H 2.96321 2.08646 0.09909  0.111
S -3.34918 1.14981 0.54118  1.055
H -4.58822 -0.31002 2.90315  0.049
H 4.02790 -4.30685 -0.11412  0.093
O 3.65944 -2.34667 -0.04326  -0.067
C 0.80840 2.34288 -1.44491  -0.059
C 4.92695 1.15746 1.39789  -0.081
C 0.26283 2.88944 -0.15734  -0.447
H -1.23308 2.75729 1.18627  0.145
C -1.86801 1.58788 -0.33044  -0.589
H 0.01144 2.14455 -2.15692  0.101
H 3.34421 -3.65435 -1.62395  0.096
C 1.11353 -0.16112 -1.58455  -0.042
H 1.51198 3.07385 -1.84716  0.133
H 5.78966 0.89332 2.00748  0.094
C -5.88349 -0.76549 0.53800  -0.485
C -5.05901 -1.67309 1.37843  -0.275
H -3.89028 -1.99241 3.08989  0.059
H 1.45615 -2.26102 -1.64335  0.104
N -1.80126 1.06721 -1.50476  -0.011
C -4.48154 -1.30717 2.50820  -0.016
H -5.95051 0.24044 0.95217  0.063
O 0.84022 3.67160 0.55840  0.089
C 2.65508 1.12278 -0.27425  0.033

## Properties
- Highest occupied orbital energy: -0.29036 hartree
- Calculated total energy: -48112.3289 eV
- Energy relative to the best compared isomer or geometry (same formula, charge and spin): 3.3161 eV
- SMILES: C=CCSc1nnc(NC(=O)Cc2ccc(OC)c(OC)c2)s1